# 1
ORCA calculation (ωB97M-V/def2-TZVPD) on 2 unconnected molecules or ions with the total composition C9H14O.

```
24
Properties=species:S:1:pos:R:3
C 2.29151 -1.96584 -0.17342
C 1.07269 -1.47007 -0.90510
C 0.90550 -0.09311 -1.04606
C -0.30465 0.52904 -1.35825
C -1.42069 -0.24889 -1.74911
O -2.59091 0.32689 -2.15421
C -1.28489 -1.58672 -1.47896
C -0.14323 -2.18166 -1.01877
H 2.14014 -2.88196 0.41750
H 2.72485 -1.23286 0.50495
H 3.04325 -2.14644 -0.95604
H 1.74324 0.56396 -0.82463
H -0.34547 1.61947 -1.38872
H -2.56507 1.23620 -1.83073
H -2.27415 -2.03698 -1.31655
H -0.07302 -3.25214 -0.82570
C 0.14012 1.50254 2.52438
C -0.91667 2.17980 1.61139
H 0.56506 0.55625 2.14962
H 1.08293 2.12202 2.45948
H -0.19199 1.59480 3.55155
H -0.77293 3.20706 1.29504
H -0.84280 1.58128 0.67929
H -1.98282 2.07734 1.83303
```

Computed properties:
SMILES string = Cc1ccc(O)cc1.CC
Spin multiplicity = 1
Kohn-Sham gap = 9.33 eV
Electronic energy = -11606.3515 eV
Net charge = 0
HOMO = -8.481 eV
Max |F| = 2.94 eV Å⁻¹

# 2
ORCA calculation (ωB97M-V/def2-TZVPD) on a molecular structure, C18H14ClN3O2W.

```
39
Properties=species:S:1:pos:R:3
Cl 1.22651 -1.14802 -5.60818
C 0.93021 3.80797 -2.27307
C -0.45045 4.02975 -1.98784
C -1.21699 3.13651 -2.81636
H -0.85856 4.76742 -1.30192
C -0.30369 2.39149 -3.66920
C 1.01617 2.78006 -3.27993
H 1.92537 2.40181 -3.73055
H 1.76325 4.35851 -1.83407
H -2.29745 3.15134 -2.95967
C -0.64623 1.32984 -4.63894
W 0.03962 1.93987 -1.59066
C -1.96834 1.73971 -0.88485
C 2.02359 1.06179 -1.42120
O -3.00906 1.67416 -0.36127
O 3.02486 0.57247 -1.09647
H -1.66516 0.95412 -4.49255
H 0.04033 0.46375 -4.49082
H -0.51465 1.64754 -5.67748
N -0.24138 -6.58566 5.39191
C -0.16737 -5.58916 4.77312
C -0.07956 -4.37068 4.02202
C -0.13712 -4.40345 2.61591
C -0.06171 -3.21395 1.88008
C 0.05822 -1.99662 2.55951
C 0.15564 -1.96162 3.95405
C 0.05963 -3.14916 4.68270
N 0.09597 -0.77214 1.85134
C 0.25562 0.49678 2.42078
C 0.24269 1.40504 1.41143
N 0.09094 0.70054 0.22561
C -0.00010 -0.59794 0.50946
H -0.24446 -5.36894 2.10793
H -0.08118 -3.24453 0.79063
H 0.30200 -1.02328 4.47133
H 0.08958 -3.11786 5.77523
H 0.39801 0.65986 3.46720
H 0.33210 2.48103 1.41496
H -0.12688 -1.40835 -0.21020
```

Computed properties:
Spin multiplicity = 3
<S²> = 2.01
Kohn-Sham gap (alpha / beta) = 5.65 / 5.37 eV
Electronic energy = -41786.5236 eV
Net charge = +2
HOMO (alpha / beta) = -14.585 / -14.583 eV
Max |F| = 7.37 eV Å⁻¹

# 3
ORCA calculation (ωB97M-V/def2-TZVPD) on a molecular structure, C16H24BrN3O3SSiV.

```
50
Properties=species:S:1:pos:R:3
V 0.26666 -0.52982 -0.38657
C 5.48085 -0.49148 0.25210
C 4.21344 -0.30256 1.03206
C 4.19295 -0.08159 2.40463
C 2.99325 0.11647 3.05663
C 1.81958 0.07987 2.31590
Br 0.19799 0.38844 3.21265
N 1.80293 -0.16143 1.01412
C 2.98346 -0.33094 0.39736
H 6.33743 -0.59519 0.91664
H 5.66624 0.36093 -0.40276
H 5.42877 -1.38268 -0.37323
H 5.11953 -0.06229 2.96630
H 2.94788 0.29810 4.11965
H 2.93471 -0.49336 -0.67558
C -0.84577 -3.59060 1.56327
C -1.75738 -2.40716 1.41178
C -3.06330 -2.42118 1.85871
C -3.84788 -1.28947 1.62210
C -3.33598 -0.18370 0.99375
C -1.97376 -0.18809 0.60483
N -1.24426 -1.33493 0.80630
N -1.25152 0.80228 0.06384
Si -1.79809 2.31854 -0.53540
C -0.27770 3.23035 -1.09548
C -2.63532 3.31907 0.80260
C -2.97922 2.09313 -1.96627
H -1.16990 -4.41266 0.92267
H -0.83966 -3.95694 2.59064
H 0.17296 -3.32646 1.28230
H -3.46452 -3.28982 2.36085
H -4.88427 -1.28352 1.94016
H -3.94662 0.68735 0.80623
H 0.20337 3.72236 -0.24593
H -0.52385 3.99971 -1.83068
H 0.44459 2.54853 -1.55060
H -1.98553 3.39168 1.67867
H -3.58516 2.89014 1.12425
H -2.83972 4.33571 0.45473
H -2.75036 1.16379 -2.49349
H -2.91525 2.91602 -2.68192
H -4.01577 2.03692 -1.62434
C 0.58017 -1.06715 -4.51295
S 0.60707 -1.10025 -2.77243
O 1.25653 0.14999 -2.27444
O 1.34484 -2.26766 -2.31188
O -0.78457 -1.10428 -2.28345
H 1.60631 -1.04551 -4.87224
H 0.03996 -0.18043 -4.83484
H 0.07391 -1.96826 -4.85126
```

Computed properties:
Spin multiplicity = 4
<S²> = 3.76
Kohn-Sham gap (alpha / beta) = 6.96 / 7.39 eV
Electronic energy = -142041.2057 eV
Net charge = 0
HOMO (alpha / beta) = -6.772 / -7.338 eV
Max |F| = 0.49 eV Å⁻¹

# 4
ORCA calculation (ωB97M-V/def2-TZVPD) on 2 unconnected molecules or ions with the total composition C3H4NO2.

```
10
Properties=species:S:1:pos:R:3
C -1.28605 -1.00441 0.02711
C 2.73755 0.24089 0.02186
C -1.26389 0.37600 -0.10506
N -1.16080 1.56347 0.06839
O 3.86902 0.20253 0.11747
O 1.58491 0.30822 0.02535
H -1.17298 -1.21454 -0.98135
H -2.12083 -1.64075 0.32733
H -0.47428 -1.24379 0.74491
H -0.71264 2.41238 -0.24602
```

Computed properties:
Spin multiplicity = 1
Kohn-Sham gap = 11.46 eV
Electronic energy = -8752.5873 eV
Net charge = +1
HOMO = -16.771 eV
Max |F| = 8.01 eV Å⁻¹

# 5
ORCA calculation (ωB97M-V/def2-TZVPD) on C2H3NS2 in the gas phase.

```
8
Properties=species:S:1:pos:R:3
S 2.63341 -0.53378 -0.03824
C 1.21021 0.20066 0.04169
N 0.01544 -0.45596 0.00188
C -1.19826 0.17703 -0.00705
S -2.65927 -0.52584 -0.02478
H 1.05656 1.31055 0.04539
H -0.01303 -1.46327 0.13471
H -1.04507 1.29061 -0.15362
```

Computed properties:
SMILES string = S=CNC=S
Spin multiplicity = 1
Kohn-Sham gap = 8.26 eV
Electronic energy = -25282.5700 eV
Net charge = 0
HOMO = -9.116 eV
Max |F| = 1.56 eV Å⁻¹

# 6
ORCA calculation (ωB97M-V/def2-TZVPD) on 2 unconnected molecules or ions with the total composition C3H11ClNSi.

```
17
Properties=species:S:1:pos:R:3
C -0.07093 -1.75193 0.88372
C -2.55218 -0.92143 -0.74111
C 2.18477 1.77912 0.10857
N 1.05851 1.10090 -0.62911
Si -1.22878 -0.28052 0.48219
Cl -1.18791 1.41071 1.46112
H 0.09513 -1.77956 1.95408
H -0.30925 -2.81915 0.71941
H 1.00420 -1.51301 0.45164
H 2.85141 2.10407 -0.58783
H -2.93327 -0.28929 -1.59883
H -2.32489 -1.81395 -1.33501
H 2.00630 2.57448 0.82388
H 2.66551 0.92226 0.70632
H 0.60232 1.77919 -1.23839
H 1.60251 0.62112 -1.31650
H -3.46343 -1.12302 -0.14415
```

Computed properties:
Spin multiplicity = 1
Kohn-Sham gap = 9.83 eV
Electronic energy = -25172.8245 eV
Net charge = +1
HOMO = -14.577 eV
Max |F| = 4.21 eV Å⁻¹

# 7
ORCA calculation (ωB97M-V/def2-TZVPD) on 5 unconnected molecules or ions with the total composition C2H13NO5.

```
21
Properties=species:S:1:pos:R:3
C -2.57891 0.58000 -0.84632
C -1.21653 0.83739 -1.30942
N -0.56924 1.88450 -0.51617
O -0.53441 -0.47983 -1.00737
H -2.82608 0.72712 0.23294
H -0.90903 0.97742 -2.34505
H -3.21577 -0.20299 -1.27115
H 0.24656 1.78446 0.02029
H -1.01250 2.75575 -0.68349
H 2.88341 2.15383 0.67344
H 2.34802 0.68909 0.69475
O 2.05951 1.66442 0.67352
H -1.33517 -1.00281 -0.76786
H 1.19424 -3.36133 -0.27846
O 0.63640 -2.93859 0.40680
H 2.96218 -1.47607 0.70623
H 1.13299 -2.10724 0.61917
O 2.21573 -0.88343 0.82394
H 0.21649 -0.68993 1.32280
H -1.06081 -0.18728 1.09356
O -0.63705 -0.72447 1.75784
```

Computed properties:
Spin multiplicity = 1
Kohn-Sham gap = 3.28 eV
Electronic energy = -14005.0207 eV
Net charge = 0
HOMO = -8.293 eV
Max |F| = 3.89 eV Å⁻¹

# 8
ORCA calculation (ωB97M-V/def2-TZVPD) on a molecular structure, BeCl2.

```
3
Properties=species:S:1:pos:R:3
Be 0.12769 -0.06351 -1.11982
Cl -1.98853 -1.01358 0.34431
Cl 1.86084 1.07709 0.77552
```

Computed properties:
Spin multiplicity = 1
Kohn-Sham gap = 6.16 eV
Electronic energy = -25443.2436 eV
Net charge = 0
HOMO = -10.580 eV
Max |F| = 4.34 eV Å⁻¹